The molecule C3H7N3S2 in a non-equilibrium geometry, computed with wB97M-V/def2-TZVPD.

E_HOMO ... -8.499 eV
Gap between HOMO and LUMO ... 8.59 eV
Largest force on an atom ... 1.804 eV Å⁻¹
SMILES string ... CN/N=C\SNC=S
ΔE to the lowest compared entry with this formula, charge and spin ... 261.2 kJ/mol
E ... -29362.92019 eV

Structure (ORCA input):
```
! wB97M-V def2-TZVPD RIJCOSX def2/J DEFGRID3
* xyz 0 1
C -1.8931 0.8244 -0.8185
N -1.1776 0.5776 0.4653
N -1.2242 -0.7426 0.8742
C -0.5328 -1.5781 0.1926
S 0.7310 -1.1733 -0.9745
N 1.5753 0.0264 -0.0608
C 2.8876 -0.0023 0.2896
S 3.5213 0.9321 1.4893
H -2.8949 0.3725 -0.8173
H -1.9493 1.9147 -0.8758
H -1.2195 0.4896 -1.6252
H -1.7073 1.0659 1.1835
H -0.6676 -2.6746 0.4563
H 1.0227 0.7433 0.4118
H 3.5282 -0.7756 -0.1906
*
```

Need the Mulliken charges? In units of e they are: -0.7741, -0.1786, -0.4849, -0.1055, -0.0892, -0.1683, -0.0347, -0.3337, 0.3165, 0.3296, 0.2802, 0.2829, 0.3960, 0.3015, 0.2624